Entry 1:
Below is a structure of composition C16H22N7NiOS, with properties calculated with ωB97M-V/def2-TZVPD.

Results
HOMO-LUMO gap (alpha / beta): 6.1 / 6.1 eV
total charge: -1
HOMO level (alpha / beta): -3.331 / -3.332 eV

Last column: Löwdin charge in e.
Positions of all 48 atoms, in Å:
Ni (0.0143, 0.8220, 0.6007)  0.3938
C (3.3676, -2.0078, 2.1974)  -0.0183
C (2.1830, -2.6633, 1.5959)  -0.3554
N (1.5223, -3.6728, 2.0829)  0.0941
N (0.5434, -3.8880, 1.1553)  -0.0065
C (0.5723, -3.0245, 0.1158)  -0.8651
S (-0.4681, -2.9253, -1.1846)  0.4806
N (1.6477, -2.2524, 0.4132)  -0.1046
N (2.1574, -1.1997, -0.3522)  0.1009
H (3.6402, -2.5308, 3.1106)  0.0780
H (3.1132, -0.9660, 2.4096)  0.0346
H (4.2034, -2.0228, 1.4966)  0.0824
H (-0.1695, -4.5773, 1.3011)  0.1308
H (1.3372, -0.7953, -0.8246)  0.0371
H (2.3222, -0.4587, 0.3661)  0.0429
O (0.4431, 1.7557, -1.0266)  -0.1189
C (-0.2518, 2.6774, -1.5799)  -0.3621
C (0.3875, 3.6258, -2.4298)  -0.0219
C (-0.2985, 4.6468, -3.0365)  -0.1180
C (-1.6776, 4.7997, -2.8511)  -0.1347
C (-2.3322, 3.8851, -2.0536)  -0.0738
C (-1.6632, 2.8282, -1.4289)  -0.0927
C (-2.3973, 1.8367, -0.6650)  -0.2516
N (-1.8831, 0.9109, 0.1261)  0.0307
C (-2.9241, 0.1582, 0.6055)  -0.1208
C (-4.0960, 0.6311, 0.1094)  -0.0971
N (-3.7511, 1.6951, -0.6947)  0.0976
H (1.4558, 3.5081, -2.5655)  0.1073
H (0.2386, 5.3501, -3.6638)  0.0921
H (-2.2165, 5.6148, -3.3159)  0.0826
H (-3.4005, 4.0081, -1.8994)  0.0931
H (-2.7471, -0.6770, 1.2601)  0.1006
H (-5.1149, 0.3125, 0.2369)  0.0981
H (-4.3761, 2.2457, -1.2523)  0.1367
C (0.6046, 2.7864, 2.7955)  -0.0971
C (1.6645, 1.6683, 2.6746)  -0.7892
C (1.8195, 1.0246, 4.0566)  -0.0830
C (2.9981, 2.3141, 2.2620)  -0.0758
N (1.3463, 0.6347, 1.7299)  -0.1087
H (0.8956, 3.5565, 3.5229)  0.0648
H (-0.3492, 2.3535, 3.1037)  0.0615
H (0.4608, 3.2648, 1.8247)  0.0623
H (2.0686, 1.7757, 4.8102)  0.0685
H (2.6058, 0.2679, 4.0506)  0.0528
H (0.8856, 0.5346, 4.3414)  0.0707
H (3.2914, 3.1125, 2.9514)  0.0659
H (2.9055, 2.7349, 1.2583)  0.0723
H (3.7876, 1.5596, 2.2412)  0.0628

=====

Entry 2:
Below is a cluster of 2 separate species, C6H10OPS2 in total, with properties calculated with ωB97M-V/def2-TZVPD.

Results
HOMO-LUMO gap: 5.7 eV
total charge: +1
HOMO level: -11.708 eV

Last column: Löwdin charge in e.
Positions of all 20 atoms, in Å:
C (2.0549, 0.8098, 0.0690)  -0.0782
C (1.6566, -0.1186, 1.0442)  -0.0268
C (1.2629, 0.7629, -1.0224)  -0.0242
C (0.6308, -0.8752, 0.4575)  -0.4632
C (0.2762, -0.3903, -0.8903)  -0.1571
C (-2.5348, -3.2160, 0.4123)  -0.0392
O (-1.2937, -2.4887, 0.4347)  -0.4656
P (-0.0033, -2.2752, 1.3479)  1.2019
S (0.8321, 4.3907, -0.8400)  0.1988
S (-0.6646, 3.4156, 0.0630)  0.2272
H (2.9005, 1.4931, 0.1172)  0.1309
H (2.1502, -0.3635, 1.9859)  0.1284
H (1.2921, 1.2805, -1.8971)  0.0884
H (-0.7522, 0.0499, -1.0542)  0.1515
H (0.2881, -1.2510, -1.6664)  0.1742
H (-2.9707, -3.2115, -0.5943)  0.1131
H (-3.1834, -2.6867, 1.0721)  0.0884
H (-2.2147, -4.1333, 0.8419)  0.0812
H (0.2618, 5.6588, -1.0718)  -0.1356
H (0.0114, 3.1487, 1.1909)  -0.1941

=====

Entry 3:
Below is a cluster of 18 separate species, C27H87N3O18 in total, with properties calculated with ωB97M-V/def2-TZVPD.

Results
HOMO-LUMO gap: 8.2 eV
total charge: 0
HOMO level: -8.076 eV

Last column: Löwdin charge in e.
Positions of all 135 atoms, in Å:
C (7.8092, 0.2232, 5.3886)  -0.0244
C (6.6994, 0.8133, 6.3391)  -0.4275
C (6.1731, -0.3087, 7.3322)  -0.1498
C (7.1243, -0.5780, 8.4855)  -0.1674
C (7.5776, 0.7800, 9.2015)  -0.1213
C (8.0170, 1.9022, 8.3097)  -0.5507
N (7.1397, 2.0330, 7.0912)  -0.1325
O (7.4998, 3.1340, 6.3424)  -0.0106
C (7.9334, 3.2646, 9.0683)  -0.0174
C (9.3735, 1.5879, 7.9369)  -0.0618
C (5.3797, 1.1500, 5.5046)  -0.0437
H (7.9757, 0.9288, 4.5746)  0.0785
H (7.3712, -0.6740, 4.9514)  0.0733
H (8.7440, -0.1301, 5.8238)  0.0592
H (5.2954, 0.1095, 7.8251)  0.1123
H (5.9786, -1.2057, 6.7443)  0.1168
H (8.0322, -1.0766, 8.1460)  0.0957
H (6.6071, -1.3473, 9.0588)  0.1041
H (8.3668, 0.6128, 9.9345)  0.1166
H (6.6519, 0.9749, 9.7431)  0.1130
H (8.4274, 4.0352, 8.4764)  0.0777
H (6.8971, 3.5754, 9.2009)  0.0826
H (8.3285, 3.1952, 10.0818)  0.0831
H (9.9684, 1.6647, 8.8470)  0.0983
H (9.5420, 0.6863, 7.3479)  0.0747
H (9.7521, 2.4038, 7.3212)  0.0944
H (4.9552, 0.2928, 4.9819)  0.0747
H (5.6170, 1.8084, 4.6690)  0.0674
H (4.5671, 1.5868, 6.0850)  0.0771
H (6.6671, 3.6090, 6.3938)  0.1077
C (-0.2601, 1.3673, -6.4841)  -0.0401
C (0.0877, 1.9314, -5.1132)  -0.5234
C (-0.3252, 3.3870, -5.0282)  -0.1126
C (-0.2874, 3.9441, -3.5477)  -0.1886
C (-1.2899, 3.1787, -2.8240)  -0.1965
C (-0.9800, 1.6335, -2.7279)  -0.4519
N (-0.6815, 1.1128, -4.1235)  -0.0911
O (-0.5500, -0.3168, -4.0920)  -0.0080
C (0.1379, 1.5553, -1.6873)  -0.0440
C (-2.2501, 0.9197, -2.2160)  -0.0409
C (1.6119, 1.7972, -4.8775)  -0.0239
H (-1.3300, 1.2503, -6.6563)  0.0868
H (0.2511, 0.4234, -6.6734)  0.0819
H (0.0919, 2.1114, -7.1985)  0.0829
H (0.3182, 4.0011, -5.6583)  0.1175
H (-1.3011, 3.5041, -5.4994)  0.1192
H (-0.5069, 5.0110, -3.5064)  0.1120
H (0.6372, 3.9644, -2.9707)  0.1068
H (-2.2602, 3.3549, -3.2882)  0.1172
H (-1.5286, 3.7383, -1.9196)  0.1212
H (1.1470, 1.8970, -1.9177)  0.0686
H (-0.1706, 1.9886, -0.7358)  0.0930
H (0.4272, 0.5111, -1.5693)  0.0743
H (-2.1424, -0.1450, -2.0090)  0.0745
H (-2.7146, 1.4166, -1.3643)  0.0830
H (-2.9955, 0.8801, -3.0103)  0.0824
H (2.2943, 2.1620, -5.6452)  0.0874
H (1.7273, 0.7292, -4.6927)  0.0746
H (1.9568, 2.2907, -3.9688)  0.0632
H (0.2335, -0.4480, -3.5530)  0.0748
C (-3.0574, -8.2499, 3.4592)  -0.0503
C (-3.8202, -7.1826, 4.2993)  -0.4815
C (-4.2357, -7.8841, 5.6415)  -0.1436
C (-4.5788, -6.9044, 6.7374)  -0.2055
C (-3.4175, -5.9189, 6.9640)  -0.1328
C (-3.0199, -5.1140, 5.6801)  -0.4652
N (-2.8133, -6.0766, 4.4978)  -0.1034
O (-2.2209, -5.6473, 3.2726)  -0.0058
C (-4.1582, -4.0587, 5.4064)  -0.0309
C (-1.6920, -4.4318, 5.9544)  -0.0479
C (-5.1002, -6.8865, 3.4995)  -0.0350
H (-3.6604, -9.1557, 3.5227)  0.0830
H (-2.0520, -8.3584, 3.8660)  0.0859
H (-2.8575, -7.8864, 2.4513)  0.0750
H (-5.0354, -8.6245, 5.6528)  0.1216
H (-3.3709, -8.4212, 6.0312)  0.1148
H (-4.8546, -7.3689, 7.6841)  0.1111
H (-5.4632, -6.3277, 6.4665)  0.0973
H (-2.5831, -6.5508, 7.2683)  0.1175
H (-3.7217, -5.2024, 7.7270)  0.1171
H (-3.8866, -3.4821, 4.5221)  0.0733
H (-5.1814, -4.3975, 5.2440)  0.0585
H (-4.2873, -3.4056, 6.2695)  0.0796
H (-1.4873, -3.6919, 5.1806)  0.0814
H (-1.5376, -4.0271, 6.9546)  0.0847
H (-0.9982, -5.2721, 5.9292)  0.0876
H (-5.4678, -7.8917, 3.2931)  0.0822
H (-4.7999, -6.4811, 2.5332)  0.0769
H (-5.8017, -6.2400, 4.0266)  0.0703
H (-2.9076, -5.0903, 2.8986)  0.0838
O (-0.0613, 6.6896, -11.8688)  -0.0510
H (-0.6370, 6.4812, -11.1330)  0.0295
H (-0.1400, 5.9374, -12.4555)  0.0212
O (7.6372, -2.0120, -4.6042)  -0.0546
H (7.9684, -1.6581, -3.7788)  0.0278
H (6.6849, -1.9578, -4.5237)  0.0268
O (-5.3855, 8.2799, -1.1276)  -0.0557
H (-5.3754, 7.3883, -0.7794)  0.0286
H (-6.0919, 8.2773, -1.7735)  0.0272
O (-0.7404, 2.7994, -14.4938)  -0.0555
H (-1.2611, 2.0554, -14.7967)  0.0286
H (-1.2359, 3.5689, -14.7741)  0.0276
O (-9.1749, 4.1925, -0.7572)  -0.0573
H (-8.9857, 3.2574, -0.6793)  0.0267
H (-9.5828, 4.2838, -1.6184)  0.0297
O (-4.5585, -2.3216, -7.2239)  -0.0548
H (-3.6838, -2.6103, -7.4841)  0.0280
H (-4.4015, -1.6208, -6.5911)  0.0262
O (4.4544, -4.0546, 0.2469)  -0.0560
H (4.3833, -4.8095, -0.3372)  0.0280
H (4.2473, -4.4020, 1.1144)  0.0281
O (-4.4513, 9.5493, -7.3544)  -0.0546
H (-4.6684, 9.1921, -6.4933)  0.0259
H (-4.2480, 10.4698, -7.1881)  0.0287
O (-7.5622, 2.2596, -7.9400)  -0.0553
H (-6.7204, 2.5203, -8.3138)  0.0270
H (-7.6659, 1.3436, -8.1977)  0.0283
O (-2.2109, 12.3021, -1.6908)  -0.0545
H (-2.9615, 11.7123, -1.7614)  0.0259
H (-2.0988, 12.4364, -0.7498)  0.0282
O (3.3812, -0.0306, -14.0018)  -0.0533
H (3.0201, -0.6034, -14.6784)  0.0264
H (2.7992, 0.7293, -13.9950)  0.0265
O (-6.6389, 3.6331, 3.2756)  -0.0552
H (-7.0283, 4.2928, 2.7017)  0.0272
H (-7.3067, 3.4701, 3.9416)  0.0280
O (3.3120, -4.6352, -9.1556)  -0.0552
H (3.5508, -4.4003, -10.0523)  0.0272
H (3.0719, -3.8042, -8.7457)  0.0281
O (-8.8057, -0.5063, 0.3687)  -0.0550
H (-9.3951, -0.8623, 1.0336)  0.0281
H (-7.9759, -0.3772, 0.8280)  0.0281
O (-1.6653, -4.6929, -10.2922)  -0.0551
H (-2.4140, -4.4671, -10.8442)  0.0266
H (-1.1294, -5.2683, -10.8382)  0.0285

=====

Entry 4:
Below is an isolated molecule of C5H10NP, with properties calculated with ωB97M-V/def2-TZVPD.

Results
SMILES string: [H]/P=N\[C@H](C)/C=C\C
HOMO-LUMO gap: 8.6 eV
total charge: 0
HOMO level: -8.925 eV

Last column: Löwdin charge in e.
Positions of all 17 atoms, in Å:
H (-0.7183, 2.2479, 2.2370)  -0.1377
P (-0.9545, 0.9970, 3.0270)  0.7972
N (-0.3386, -0.1403, 2.1557)  -0.4078
C (0.1997, -0.2647, 0.9018)  -0.4972
C (1.5366, 0.6164, 0.7643)  -0.0621
C (-0.7723, 0.3264, -0.1666)  -0.1089
C (-1.0409, -0.0809, -1.4041)  -0.1534
C (-0.4056, -1.3146, -2.0148)  -0.1073
H (0.3977, -1.3181, 0.6764)  0.1168
H (2.2758, 0.3915, 1.6182)  0.0923
H (1.4836, 1.6112, 0.5964)  0.0093
H (2.2005, 0.2764, -0.1239)  0.0946
H (-1.2701, 1.1956, 0.2609)  0.0653
H (-1.7840, 0.4435, -1.9140)  0.0719
H (-0.9585, -1.6284, -2.9944)  0.1001
H (-0.4837, -2.2462, -1.4301)  0.0712
H (0.6325, -1.1128, -2.1897)  0.0556

=====

These records have ΔE to the lowest compared entry with this formula, charge and spin values of 0.1675 0.1342 6.7232 1.6254 eV, in the order they appear.
These records have total energy values of -2987.930624 -1447.252477 -2599.213721 -592.519746 a.u., in the order they appear.